The following is a quantum chemistry calculation of a structure of composition C56H148AsF6N9O9, from the Open Molecules 2025 dataset.

```
229
Properties=species:S:1:pos:R:3:forces:R:3:lowdin_charge:R:1
C -2.12912 -4.08685 -0.63388 0.0 0.6 -1.0 -0.028
C -3.41300 -3.15966 -0.69781 0.1 -0.5 1.6 -0.118
N -4.23039 -3.25718 0.61579 1.2 0.9 -0.2 -0.202
C -3.29529 -2.60760 1.74505 -1.6 -1.4 -0.5 0.034
C -5.53110 -2.37809 0.43787 0.5 -0.6 0.7 -0.116
C -5.36356 -0.86630 0.27979 0.5 0.1 -1.0 -0.049
C -4.61106 -4.75599 0.95737 -0.9 1.4 0.0 -0.032
C -5.41325 -5.52546 -0.12916 0.2 0.0 0.0 -0.192
O -6.72576 -5.13153 -0.47463 0.4 1.3 0.4 -0.215
C -7.70083 -5.25273 0.59069 0.0 -1.6 0.1 -0.037
H -1.46614 -3.89522 -1.47759 -0.3 0.3 -0.5 0.057
H -2.25834 -5.16739 -0.69585 -0.7 0.1 0.1 0.082
H -1.39754 -3.92937 0.15864 -0.6 0.4 0.5 0.073
H -4.15359 -3.31748 -1.48186 0.5 -0.6 -0.2 0.092
H -3.23440 -2.08485 -0.72896 0.8 -0.2 -0.3 0.091
H -2.34543 -3.13564 1.82890 -0.3 -0.1 -0.3 0.085
H -3.86042 -2.76310 2.66404 0.1 0.2 0.1 0.107
H -3.09597 -1.55336 1.55280 -0.3 -0.4 -0.3 0.044
H -6.18196 -2.51831 1.30090 0.4 -0.4 0.3 0.131
H -6.08120 -2.86940 -0.36470 0.2 0.3 -0.2 0.106
H -6.35404 -0.41778 0.35643 0.0 -0.1 0.1 0.103
H -4.97783 -0.54879 -0.68897 -0.1 -0.4 -0.4 0.067
H -4.67672 -0.33755 0.94069 -0.2 -0.4 0.6 0.049
H -5.15389 -4.54876 1.87959 0.0 -0.8 0.1 0.126
H -3.69862 -5.32914 1.12186 0.0 0.4 0.2 0.131
H -5.38867 -6.59776 0.06496 -0.1 -0.1 1.0 0.148
H -4.75912 -5.53455 -1.00102 -0.4 0.5 -0.6 0.111
H -7.50684 -4.72190 1.52273 0.4 0.4 -0.2 0.083
H -7.71886 -6.31414 0.83806 -0.1 -0.1 0.3 0.106
H -8.71899 -5.03136 0.27061 0.4 0.4 -0.5 0.109
C 4.40190 0.72681 -5.57236 -0.1 -0.7 0.1 -0.066
C 3.89860 2.10478 -5.94239 0.4 0.2 -0.1 -0.168
N 3.36577 3.02907 -4.82723 0.8 0.0 -0.4 -0.184
C 4.61131 3.38968 -3.90691 -2.1 -0.3 -1.0 0.068
C 2.90297 4.34082 -5.55561 -0.7 1.2 0.7 -0.145
C 3.94940 5.30665 -6.17079 0.7 -1.1 0.8 -0.034
C 2.14046 2.32783 -4.09656 0.3 0.9 -0.9 -0.049
C 2.02696 2.63330 -2.64115 -0.4 1.1 1.7 -0.219
O 2.00835 4.02818 -2.31404 0.3 -0.1 0.0 -0.209
C 2.51502 4.41527 -1.03314 0.6 0.8 -1.0 -0.082
H 5.37737 0.64406 -5.09308 0.0 0.7 0.3 0.087
H 4.61103 0.21444 -6.51142 -0.4 -0.1 -0.2 0.104
H 3.70745 0.11208 -4.99968 -0.1 0.0 -0.1 0.058
H 3.13944 2.09907 -6.72452 -0.2 -0.3 0.2 0.142
H 4.76828 2.57063 -6.40580 -0.2 0.6 0.2 0.128
H 5.38534 3.66944 -4.62155 0.2 -0.4 0.4 0.109
H 4.75977 2.49158 -3.30735 0.5 0.3 -0.1 0.094
H 4.34922 4.26864 -3.31798 -0.1 -0.3 0.1 0.096
H 2.40976 4.94448 -4.79374 0.0 -0.3 0.4 0.115
H 2.08736 4.11847 -6.24368 0.4 -0.6 -0.2 0.129
H 4.65053 4.79691 -6.83161 -0.2 0.2 -0.3 0.086
H 4.54712 5.75821 -5.37901 0.1 -0.1 0.1 0.080
H 3.50229 6.17406 -6.65636 -0.4 -0.5 -0.2 0.109
H 2.15860 1.23872 -4.13677 0.7 0.0 -0.4 0.115
H 1.24285 2.57437 -4.66368 0.2 0.5 -0.1 0.136
H 2.81230 2.08695 -2.11880 0.3 0.2 0.3 0.110
H 1.08381 2.34891 -2.17458 -0.1 -1.3 -0.7 0.111
H 2.02624 4.12942 -0.10175 -0.7 -0.6 -0.3 0.073
H 2.48042 5.50218 -1.10744 0.2 0.0 0.3 0.107
H 3.55697 4.10795 -0.94378 0.2 0.0 0.0 0.079
C -6.85796 -2.30428 -6.86636 -0.2 0.5 1.1 -0.023
C -7.22472 -2.63285 -5.37513 -0.1 0.5 -0.5 -0.143
N -6.31050 -3.60914 -4.69047 1.0 -0.3 0.0 -0.239
C -6.44517 -3.63313 -3.13872 -1.0 -0.2 -1.9 0.030
C -6.68677 -5.05122 -5.22501 1.1 0.2 0.9 -0.125
C -8.04710 -5.63831 -4.82836 0.3 2.2 0.1 -0.020
C -4.82386 -3.28295 -5.04120 -0.6 -1.0 0.2 -0.081
C -4.27266 -1.88015 -4.80513 -0.9 -0.5 0.3 -0.186
O -3.95364 -1.56249 -3.44814 -0.1 0.0 -0.2 -0.221
C -3.06940 -0.43417 -3.38242 -0.4 -0.6 0.3 -0.077
H -7.54324 -1.54210 -7.23727 -0.7 -0.5 0.1 0.103
H -6.88776 -3.18527 -7.50749 0.0 0.2 0.0 0.094
H -5.93887 -1.73402 -7.00118 0.4 -0.5 0.2 0.069
H -8.20862 -3.10162 -5.35807 0.0 0.2 0.0 0.120
H -7.26994 -1.77276 -4.70707 0.0 0.3 -0.4 0.131
H -7.52302 -3.63263 -2.97645 0.1 0.2 0.4 0.111
H -5.96024 -2.76546 -2.69140 0.0 -0.2 -0.3 0.082
H -6.09158 -4.61074 -2.81105 0.3 0.3 0.1 0.087
H -5.90622 -5.58922 -4.68704 0.1 -0.6 -0.6 0.116
H -6.52286 -5.05911 -6.30258 0.1 0.1 0.2 0.131
H -8.15154 -5.52318 -3.74950 0.0 -1.1 0.1 0.074
H -8.14434 -6.62348 -5.28452 -0.1 0.0 0.5 0.116
H -8.84929 -4.98201 -5.16579 -0.2 -0.3 -0.6 0.085
H -4.67143 -3.50375 -6.09767 -0.4 0.1 -0.1 0.134
H -4.18898 -4.02307 -4.55413 -0.2 -0.1 0.4 0.134
H -5.01120 -1.16565 -5.16866 0.4 0.3 -0.2 0.123
H -3.37777 -1.91989 -5.42617 0.2 0.6 0.0 0.138
H -3.42851 0.42296 -3.95203 0.0 -0.1 -0.4 0.098
H -2.09080 -0.78456 -3.71055 0.2 0.4 -0.1 0.084
H -3.02323 -0.10096 -2.34562 0.1 -0.2 0.1 0.062
C 1.11249 -7.62073 -5.63522 -0.8 -0.3 -0.2 -0.055
C 1.69249 -7.35903 -4.24934 1.6 0.4 -1.4 -0.130
N 2.16438 -5.86534 -4.10232 -0.9 0.3 0.7 -0.210
C 2.70326 -5.68856 -2.67283 0.4 -1.0 -1.0 0.010
C 3.26966 -5.34317 -5.15085 -1.8 0.5 -0.3 -0.131
C 4.39031 -6.24031 -5.59572 0.4 -0.7 1.2 -0.048
C 0.81105 -5.08587 -4.23461 1.2 2.2 0.5 -0.039
C 0.76818 -3.54022 -3.68416 0.9 -1.1 -0.3 -0.165
O 1.07837 -3.42319 -2.32945 -0.9 0.0 3.0 -0.241
C 1.02503 -2.08849 -1.76159 1.4 0.4 -1.1 -0.082
H 0.91763 -8.67772 -5.81662 -0.4 -0.2 0.8 0.109
H 1.78603 -7.49812 -6.48340 0.4 0.8 0.3 0.090
H 0.18872 -7.07798 -5.83561 0.0 -0.2 -0.1 0.075
H 2.57299 -8.00144 -4.23816 0.3 0.3 0.6 0.132
H 1.09948 -7.53403 -3.35167 -0.3 -0.2 -0.4 0.131
H 3.42786 -6.49445 -2.55622 0.3 0.2 0.0 0.110
H 1.94394 -5.87708 -1.91389 -0.2 0.3 -0.4 0.105
H 3.17316 -4.71004 -2.57387 -0.2 -0.2 0.0 0.097
H 3.56664 -4.36677 -4.76803 0.3 -0.3 0.5 0.114
H 2.71688 -5.06687 -6.04874 -0.5 -0.3 0.1 0.122
H 5.07752 -5.68968 -6.23810 -0.3 0.1 -0.2 0.107
H 4.04825 -7.14263 -6.10259 0.0 0.2 -0.1 0.089
H 5.02379 -6.56288 -4.76943 0.0 -0.1 0.2 0.091
H 0.00969 -5.63481 -3.74005 0.4 -0.2 0.2 0.127
H 0.57765 -5.06701 -5.29916 0.1 0.2 0.1 0.117
H -0.25177 -3.18706 -3.83614 -0.1 0.1 -0.6 0.114
H 1.53915 -2.88356 -4.08727 -0.3 -0.1 -1.5 0.116
H 1.38863 -1.96494 -0.74148 -0.4 -1.3 0.3 0.077
H 0.12860 -1.47134 -1.82190 -0.6 -0.8 -0.4 0.067
H 1.80529 -1.51332 -2.26006 0.1 0.3 -0.6 0.074
C 5.04198 6.09926 8.78742 0.6 -0.5 -1.1 -0.020
C 4.70496 4.64792 8.43521 -0.6 -0.9 0.7 -0.152
N 3.70711 4.44476 7.25817 -0.3 0.6 0.0 -0.207
C 2.42869 5.14020 7.64228 -0.7 0.3 0.5 0.003
C 4.25378 5.14931 5.98884 -0.9 -0.7 0.4 -0.154
C 5.56479 4.55975 5.61553 0.6 -0.1 -0.2 -0.072
C 3.41735 2.89848 7.07202 -0.1 0.4 0.3 -0.041
C 2.91412 2.43939 5.69759 1.1 1.0 0.6 -0.225
O 1.75512 3.14835 5.30428 1.6 -1.6 0.9 -0.165
C 1.43603 2.76213 3.99861 -0.5 1.7 -0.7 -0.115
H 4.21080 6.75291 9.05195 0.0 -0.4 0.2 0.095
H 5.55874 6.53599 7.93282 0.0 0.3 0.0 0.079
H 5.80093 6.08108 9.56957 -0.3 0.0 0.2 0.114
H 4.26537 4.11423 9.27784 -0.7 0.4 0.2 0.134
H 5.54058 3.96216 8.29529 0.5 0.6 -0.7 0.125
H 1.67848 5.00738 6.86276 0.1 -0.3 0.3 0.100
H 2.47973 6.20995 7.84507 1.0 0.1 -0.7 0.112
H 2.12028 4.83254 8.64144 -0.2 -0.8 -0.3 0.123
H 4.32027 6.22568 6.14732 0.0 -0.2 0.6 0.141
H 3.51551 5.06671 5.19119 -0.2 -0.4 0.2 0.123
H 5.62392 3.48329 5.77626 -0.2 -0.1 0.0 0.063
H 6.35624 5.00223 6.22045 0.2 0.0 -0.4 0.102
H 5.68676 4.72546 4.54513 0.5 0.2 0.1 0.093
H 2.69870 2.53988 7.80893 -0.3 0.9 0.3 0.140
H 4.30534 2.34832 7.38332 0.4 0.2 -0.5 0.128
H 2.82978 1.35403 5.64307 -0.9 -0.4 0.8 0.101
H 3.75735 2.48874 5.00865 0.0 1.1 -0.7 0.099
H 2.15959 3.19501 3.30783 0.3 0.2 -0.2 0.091
H 0.51733 3.33638 3.87895 -0.3 -0.8 -0.8 0.085
H 1.42755 1.69744 3.76519 -0.6 -0.2 0.5 0.079
C 7.66140 2.29608 3.17433 -0.3 -1.6 -0.6 0.012
C 7.00791 1.08598 2.39239 -0.8 1.7 0.5 -0.246
C 5.54257 1.31764 1.96728 0.8 0.2 0.2 -0.201
O 5.05940 0.06639 1.64646 0.6 -1.3 0.0 -0.191
C 3.88363 -0.00716 0.92596 -1.2 -0.1 -0.9 -0.103
N 7.83535 0.76646 1.13459 -0.7 0.3 1.3 0.264
H 7.31045 0.22010 0.46671 -0.3 -0.4 -0.2 0.163
H 8.12157 1.62877 0.69345 0.4 0.4 -0.2 0.171
H 8.64705 0.23621 1.41758 0.7 -0.2 -0.1 0.182
H 8.53092 1.83189 3.63968 0.3 0.7 0.2 0.102
H 6.99302 2.67073 3.94958 0.0 -0.3 0.0 0.059
H 7.91562 3.15778 2.55711 0.2 -0.2 -0.2 0.101
H 6.99524 0.18751 3.00940 0.3 0.0 -0.1 0.149
H 5.52242 2.01640 1.13097 -0.2 0.2 -0.4 0.136
H 4.90979 1.72608 2.75524 0.4 0.4 0.4 0.125
H 3.98905 0.43937 -0.06277 0.1 0.1 -0.3 0.087
H 3.01293 0.47002 1.37571 0.0 0.3 0.5 0.075
H 3.60891 -1.05343 0.79199 0.2 0.0 0.0 0.095
C -2.38248 3.83718 -2.65109 0.9 1.6 0.2 -0.016
C -1.86901 5.05452 -1.83107 -0.1 -0.2 0.5 -0.252
C -2.87449 6.23118 -1.82630 0.4 0.5 0.0 -0.199
O -2.36778 7.42248 -1.25881 0.9 -1.6 0.5 -0.194
C -3.14489 8.58761 -1.55916 -0.4 -0.5 -0.8 -0.038
N -1.58355 4.60502 -0.37760 -0.3 0.9 0.1 0.231
H -0.78046 4.01033 -0.23103 0.3 -0.6 -0.3 0.122
H -1.41357 5.42247 0.19072 0.2 0.9 0.1 0.159
H -2.37529 4.18325 0.08648 -0.5 -0.5 -0.3 0.146
H -2.78784 4.37428 -3.50858 -0.4 -0.7 -0.3 0.097
H -3.12081 3.23404 -2.12270 -0.1 0.2 -0.1 0.083
H -1.54439 3.22910 -2.99161 -0.1 -0.1 0.1 0.072
H -0.89506 5.42847 -2.14681 0.0 -0.1 -0.3 0.152
H -3.78599 5.88895 -1.33626 -0.4 0.0 0.1 0.141
H -3.11297 6.46170 -2.86461 -0.1 -0.4 -0.3 0.136
H -2.48524 9.45424 -1.51556 -0.3 -0.1 0.5 0.112
H -4.04709 8.58264 -0.94752 0.2 0.6 0.3 0.103
H -3.48783 8.48628 -2.58884 0.0 0.2 -0.2 0.092
C -4.51409 3.87126 4.71242 1.0 -0.1 -0.8 -0.004
C -3.40795 3.04140 3.98810 -1.4 -0.6 1.2 -0.205
C -2.19474 2.64177 4.87502 0.1 -1.2 0.3 -0.174
O -2.60251 1.75548 5.92092 -0.6 0.6 -0.8 -0.184
C -1.53955 1.31871 6.74404 0.1 -0.4 0.2 -0.075
N -4.18616 1.69568 3.61969 2.1 0.5 0.9 0.229
H -4.44590 1.21811 4.47090 -0.7 0.3 0.8 0.156
H -4.96947 1.80814 2.99209 -0.2 0.1 -0.1 0.162
H -3.48063 1.05224 3.29057 0.2 -0.3 -1.0 0.098
H -4.67085 3.41604 5.69032 -0.3 0.2 0.0 0.103
H -5.41624 3.89699 4.10121 -0.2 -0.3 0.2 0.092
H -4.25140 4.92432 4.81321 0.3 -0.1 0.2 0.104
H -3.07849 3.41202 3.01743 0.0 0.2 0.2 0.132
H -1.62797 3.47184 5.29676 -0.5 0.6 -0.1 0.140
H -1.43764 2.08034 4.32758 0.0 0.0 -0.8 0.092
H -1.06344 2.13964 7.28022 -0.3 0.1 0.2 0.102
H -0.74428 0.80839 6.20069 0.1 0.0 -0.6 0.064
H -1.95831 0.56002 7.40519 0.0 0.4 0.3 0.113
C 4.30173 -2.47122 4.09790 -0.3 0.3 -0.1 -0.015
C 3.09943 -1.65213 4.72931 1.3 -1.6 -1.5 -0.235
C 1.72883 -2.23860 4.28217 0.6 0.7 1.0 -0.185
O 0.76586 -1.40154 4.86076 -0.2 -0.1 0.1 -0.203
C -0.54194 -1.87127 4.59550 -1.4 1.0 1.1 -0.082
N 3.22160 -1.60077 6.28286 -1.3 -0.7 -2.6 0.268
H 2.47688 -0.96991 6.54270 0.1 0.7 0.8 0.145
H 2.91326 -2.50256 6.61723 0.3 -0.7 0.5 0.175
H 4.17399 -1.40219 6.55418 0.1 0.3 0.5 0.175
H 4.18989 -2.62570 3.02472 -0.8 0.1 0.0 0.079
H 4.45627 -3.47857 4.48452 -0.3 0.1 0.4 0.100
H 5.27308 -1.97741 4.07093 -0.1 0.4 0.8 0.074
H 3.14829 -0.62262 4.37459 0.0 0.1 0.2 0.122
H 1.56313 -3.24709 4.66111 0.3 -0.4 -0.1 0.144
H 1.60163 -2.22885 3.19966 0.5 0.0 -0.2 0.131
H -0.69865 -2.94038 4.73880 0.5 -0.2 -0.3 0.110
H -0.96985 -1.47254 3.67571 0.5 -0.4 -0.5 0.062
H -1.17635 -1.41238 5.35381 0.0 0.0 0.2 0.088
As -0.73684 0.65434 0.94601 2.9 -0.2 -1.2 0.930
F 0.45871 -0.10841 2.05283 -1.1 1.0 -0.7 -0.271
F -1.94545 0.41773 2.17683 -0.1 0.2 -0.5 -0.254
F -1.85226 1.33598 -0.25469 0.5 -0.3 1.3 -0.267
F 0.63803 0.91745 -0.19379 -1.3 -0.2 0.9 -0.284
F -0.99163 -0.97770 0.22956 -0.2 1.7 0.9 -0.264
F -0.38355 2.35004 1.58643 -0.7 -1.9 -0.6 -0.298
```
Positions in Å, forces in eV/Å.

Calculated values
**Orbital gap**: 0.29954 hartree
**Total charge**: +8
**Highest occupied orbital energy**: -22.56 eV
**Molecular weight**: 1280.764 g mol⁻¹